Molecular formula: C4H9N3O
Method: DFT, wB97M-V/def2-TZVPD

Computed properties:
energy relative to the best compared isomer or geometry (same formula, charge and spin): 6.563 eV
charge: 0
HOMO energy: -0.3127 Ha
2S+1: 1
E_tot: -10805.898 eV
LUMO: 0.7 eV
SMILES: O/N=C\NNC1CC1

Structure (XYZ):
```
17
C4H9N3O wB97M-V/def2-TZVPD
O -2.82 0.83 -0.17
N -2.70 0.01 -1.32
C -1.91 -0.96 -1.30
N -0.78 -1.08 -0.31
N -0.42 0.00 0.43
C 0.63 0.73 0.07
C 1.96 -0.05 0.12
C 1.57 1.06 1.14
H -1.96 0.42 0.29
H -2.03 -1.83 -2.04
H -0.11 -1.94 -0.62
H -0.24 -0.37 1.49
H 0.46 1.41 -0.73
H 2.80 0.31 -0.50
H 2.09 -1.09 0.25
H 1.33 0.67 2.15
H 2.13 1.90 1.04
```

---

Molecular formula: C5H15N3O
Method: DFT, wB97M-V/def2-TZVPD

Computed properties:
energy relative to the best compared isomer or geometry (same formula, charge and spin): 4.947 eV
charge: 0
HOMO energy: -0.2870 Ha
2S+1: 1
E_tot: -11941.802 eV
LUMO: 0.9 eV
SMILES: CC[C@@H](C)N(N)N(C)O

Structure (XYZ):
```
24
C5H15N3O wB97M-V/def2-TZVPD
C 1.88 -0.96 -0.78
C 0.53 -1.37 -0.22
C -0.70 -0.43 -0.62
C -2.01 -1.10 -0.16
N -0.75 0.98 -0.20
N -0.63 1.87 -1.30
N 0.14 1.38 0.88
C -0.01 0.78 2.19
O 1.50 1.72 0.61
H 1.79 -0.42 -1.73
H 2.49 -1.85 -0.97
H 2.45 -0.36 -0.07
H 0.28 -2.35 -0.65
H 0.60 -1.54 0.86
H -0.72 -0.48 -1.72
H -2.11 -1.10 0.93
H -2.88 -0.57 -0.57
H -2.07 -2.13 -0.51
H -1.31 1.67 -2.04
H 0.28 1.81 -1.76
H -0.58 1.46 2.83
H -0.53 -0.18 2.17
H 0.96 0.61 2.67
H 1.37 2.58 0.17
```

---

Molecular formula: C18H15N3O5S3
Method: DFT, wB97M-V/def2-TZVPD

Computed properties:
charge: 0
HOMO energy: -0.2983 Ha
2S+1: 1
E_tot: -66121.605 eV
LUMO: -1.1 eV

Structure (XYZ):
```
44
C18H15N3O5S3 wB97M-V/def2-TZVPD
O 2.52 0.82 -1.76
C 2.10 1.46 -0.81
N 0.79 1.62 -0.52
C -0.40 1.07 -1.05
C -1.55 1.35 -0.32
C -2.79 0.89 -0.71
C -2.93 0.14 -1.88
C -1.80 -0.15 -2.61
C -0.52 0.29 -2.22
O 0.47 -0.08 -3.01
H 1.36 0.22 -2.67
H -1.86 -0.73 -3.51
H -3.90 -0.20 -2.19
N -3.94 1.18 0.09
O -3.78 1.87 1.08
O -5.00 0.70 -0.25
H -1.49 1.93 0.60
H 0.60 2.16 0.32
C 3.04 2.19 0.13
C 2.94 1.71 1.58
C 3.44 0.28 1.76
N 2.78 -0.66 0.87
C 3.46 -1.35 -0.09
S 5.06 -1.27 -0.37
S 2.35 -2.37 -0.98
C 0.98 -1.85 -0.01
C -0.26 -2.33 -0.30
C -1.52 -2.11 0.31
C -1.92 -1.40 1.43
C -3.29 -1.47 1.66
C -3.96 -2.21 0.73
S -2.91 -2.87 -0.45
H -5.01 -2.40 0.67
H -3.78 -0.97 2.48
H -1.23 -0.87 2.05
H -0.30 -3.01 -1.15
C 1.42 -0.89 0.99
O 0.74 -0.30 1.81
H 3.25 -0.04 2.79
H 4.51 0.21 1.55
H 3.56 2.35 2.21
H 1.91 1.77 1.95
H 4.05 2.04 -0.25
H 2.81 3.26 0.08
```

---

Molecular formula: C6H11NO
Method: DFT, wB97M-V/def2-TZVPD

Computed properties:
energy relative to the best compared isomer or geometry (same formula, charge and spin): 6.636 eV
charge: 0
HOMO energy: -0.3335 Ha
2S+1: 1
E_tot: -9931.819 eV
LUMO: 1.0 eV

Structure (XYZ):
```
19
C6H11NO wB97M-V/def2-TZVPD
C -0.40 0.57 -0.06
C -0.01 0.24 1.48
C 0.52 -1.15 1.05
C 0.60 -1.52 -0.43
C 0.57 -0.04 -0.87
C -0.24 1.84 -0.90
H -2.49 0.25 -0.17
H -1.53 -0.32 -1.41
H -0.78 0.41 2.12
H 0.75 0.88 2.03
H 1.53 -1.29 1.42
H -0.15 -1.75 1.68
H 1.57 -1.95 -0.94
H -0.17 -2.12 -0.81
H 1.72 0.30 -0.73
H 0.85 2.26 -0.30
H -0.95 2.70 -1.06
N -1.54 -0.28 -0.30
O 0.14 0.96 -1.79
```

---

HOMO-LUMO gap across the listed records, respectively: 0.338; 0.322; 0.258; 0.370 Eh.
F_max across the listed records, respectively: 0.1388; 0.0440; 0.0256; 0.1900 Eh/bohr.